Record 1
# C11H7Cl4NO2

The molecule C11H7Cl4NO2 in a non-equilibrium geometry (ωB97M-V/def2-TZVPD, the OMol25 dataset).

Last column: natural (NBO) charge in e.
Positions of all 25 atoms, in Å:
Cl1 -0.2971 1.6156 -3.5838  0.067
C1 -0.6460 0.3935 -2.4510  0.166
C2 -1.0292 -0.8745 -2.9247  -0.289
C3 -1.1085 -2.0207 -2.1186  -0.039
C4 -1.6103 -3.3691 -2.7192  -0.110
Cl2 -1.4191 -4.8761 -1.6570  0.004
Cl3 -3.3038 -2.9971 -3.1934  0.023
Cl4 -0.7369 -3.6860 -4.1052  0.092
C5 -0.7920 -1.8912 -0.7684  -0.262
C6 -0.3851 -0.5899 -0.3066  0.522
O1 -0.0353 -0.7334 1.0146  -0.469
C7 0.2549 0.5473 1.5643  -0.122
C8 0.8228 0.3013 2.9276  0.246
C9 2.1770 0.2302 3.2518  -0.299
C10 2.2763 -0.2329 4.6152  -0.301
C11 0.9823 -0.5441 5.0094  0.072
O2 0.1662 -0.1672 3.9646  -0.394
N1 -0.3905 0.5415 -1.0924  -0.502
H1 -1.1564 -0.9842 -4.0450  0.243
H2 -0.9377 -2.7233 -0.0683  0.252
H3 -0.6906 1.2174 1.5644  0.211
H4 1.0547 0.9943 0.9297  0.221
H5 3.0327 0.3182 2.5313  0.227
H6 3.2020 -0.3632 5.1281  0.227
H7 0.7006 -1.0063 5.9262  0.216

Values from the calculation:
structure (SMILES)	Clc1cc(C(Cl)(Cl)Cl)cc(OCc2ccco2)n1
frontier orbital gap	9.04	eV
ΔE to the lowest compared entry with this formula, charge and spin	0.0	kJ/mol
LUMO level	0.167	eV
net charge	0


Record 2
# C11H7N2O7Pt

C11H7N2O7Pt as an isolated structure in a non-equilibrium geometry (ωB97M-V/def2-TZVPD, the OMol25 dataset).

Last column: natural (NBO) charge in e.
Positions of all 28 atoms, in Å:
Pt1 0.1036 0.0917 0.8324  0.968
O1 -3.2016 -4.1601 3.2296  -0.654
C1 -2.5174 -3.2418 2.5007  0.343
C2 -3.1002 -2.0426 2.0921  -0.302
C3 -2.3248 -1.1518 1.3877  0.140
N1 -1.0638 -1.4403 1.0846  -0.420
C4 -0.4838 -2.5665 1.4872  0.130
C5 -1.1872 -3.5165 2.1922  -0.272
C6 1.0012 -2.6049 1.1687  0.742
O2 1.6042 -3.6596 1.2582  -0.640
O3 1.4780 -1.4609 0.7959  -0.695
C7 -2.7455 0.2382 0.9389  0.744
O4 -3.9226 0.5491 0.9996  -0.645
O5 -1.7646 0.9476 0.4857  -0.696
H1 -4.0858 -3.8250 3.4050  0.481
H2 -4.1231 -1.7728 2.3250  0.239
H3 -0.6920 -4.4246 2.5040  0.253
O6 0.5641 1.8627 3.2669  -0.626
C8 1.2532 2.2589 2.3493  0.677
C9 2.1932 3.4549 2.4411  -0.512
C10 2.9973 3.3710 1.1534  -0.510
C11 2.2143 2.3843 0.2961  0.677
O7 2.3999 2.2192 -0.8915  -0.617
N2 1.2944 1.7271 1.0749  -0.689
H4 2.7768 3.4011 3.3583  0.220
H5 1.5784 4.3558 2.4851  0.222
H6 3.9890 2.9453 1.3173  0.223
H7 3.1183 4.3102 0.6167  0.219

Values from the calculation:
frontier orbital gap	7.89	eV
LUMO level	2.389	eV
net charge	-1


Record 3
# C11H80NO28

C11H80NO28 as an isolated structure in a non-equilibrium geometry (ωB97M-V/def2-TZVPD, the OMol25 dataset).

Last column: Löwdin charge in e.
Positions of all 120 atoms, in Å:
C1 3.4201 0.3513 -2.4249  -0.066
C2 2.9141 1.1733 -1.1929  -0.156
C3 1.9771 0.3963 -0.1139  -0.151
C4 0.5811 0.5023 -0.4739  -0.137
N1 -0.3829 -0.4367 0.2521  -0.167
C5 -0.2889 -1.8487 -0.2409  -0.084
C6 -1.6219 -2.5717 0.0191  -0.127
C7 -2.6309 -1.4297 0.0191  -0.106
C8 -1.7369 -0.1267 -0.2019  -0.088
C9 -0.1049 -0.4907 1.7491  -0.096
C10 -0.4029 0.7823 2.5001  -0.224
C11 0.0601 0.7893 3.9411  -0.101
H1 2.6331 -0.0707 -2.7929  -0.025
H2 3.9081 -0.3267 -1.9519  0.030
H3 3.8091 1.1563 -3.0029  0.057
H4 2.3131 2.1083 -1.5789  0.096
H5 3.7971 1.8633 -0.8589  0.126
H6 2.2121 0.8243 0.7681  0.049
H7 2.5491 -0.6767 -0.0799  0.178
H8 0.5061 0.3473 -1.5809  0.133
H9 0.1911 1.4483 -0.1689  0.114
H10 0.5731 -2.3757 0.0071  0.092
H11 -0.0709 -1.6187 -1.4249  0.175
H12 -1.5549 -3.1967 1.0061  0.134
H13 -1.9799 -3.0707 -0.7579  0.018
H14 -3.2409 -1.4437 0.9361  0.116
H15 -3.3659 -1.6237 -0.7189  0.061
H16 -2.2499 0.5563 0.3511  0.068
H17 -1.8899 0.1323 -1.3049  0.125
H18 0.9851 -0.7207 1.9601  0.137
H19 -0.6189 -1.3467 2.1521  0.112
H20 -1.5049 1.0613 2.5101  0.102
H21 0.1911 1.6443 1.9411  0.142
H22 -0.5439 0.0123 4.4391  0.081
H23 -0.1509 1.7233 4.5191  0.090
H24 1.1501 0.5653 3.7811  0.093
O1 2.4501 -1.2807 -4.2589  -0.111
H25 1.4151 -1.4237 -4.4299  0.074
H26 2.6801 -0.4167 -4.5469  -0.030
O2 3.4301 2.9083 2.5331  -0.072
H27 4.2881 3.3193 2.2981  0.085
H28 2.6201 3.4343 2.5541  -0.002
O3 -2.9269 -5.0587 -2.5069  0.179
H29 -3.6539 -5.2357 -3.1489  0.185
H30 -2.5259 -5.8497 -2.2149  0.140
O4 2.6941 -3.6137 -0.9659  0.024
H31 3.5581 -3.5527 -1.2199  0.017
H32 2.9131 -4.0167 -0.1589  0.037
O5 2.5021 5.1183 -2.0499  -0.035
H33 1.6351 5.0233 -1.5409  0.065
H34 3.1411 4.6033 -1.5939  -0.011
O6 -3.7729 -5.1237 -0.7729  -0.079
H35 -4.1969 -4.2157 -0.8119  0.036
H36 -3.3959 -5.1167 -1.6399  -0.379
O7 -0.3189 -3.6437 3.2751  -0.069
H37 0.5101 -3.4067 3.7351  0.070
H38 -0.1709 -4.5907 2.9861  0.093
O8 3.3881 -1.7697 2.8031  -0.011
H39 2.7431 -1.9137 3.3881  -0.063
H40 3.8111 -0.9757 3.1701  0.025
O9 -1.1109 0.9563 -2.9959  0.033
H41 -0.5489 1.5633 -2.8949  -0.102
H42 -1.9999 1.3253 -2.7739  0.092
O10 1.3171 1.0343 6.6911  -0.120
H43 0.5451 1.0153 6.0041  0.027
H44 1.6431 1.9933 6.5931  0.073
O11 0.3521 4.8773 4.6581  -0.099
H45 0.6591 4.9903 3.7211  0.013
H46 1.0741 4.2923 5.0521  0.055
O12 -4.0879 1.9783 1.8991  -0.107
H47 -3.4599 1.1983 2.1431  0.029
H48 -4.0289 2.6493 2.6241  0.070
O13 -3.9659 2.0563 -1.1769  -0.039
H49 -4.2229 1.9073 -0.2679  0.008
H50 -4.4369 1.3643 -1.5609  -0.093
O14 -3.0419 -5.4367 1.8691  -0.094
H51 -2.0229 -5.4947 1.9501  0.053
H52 -3.2229 -5.0387 1.0191  -0.043
O15 2.6181 1.7213 -4.5669  -0.078
H53 1.8281 2.1593 -4.2049  0.040
H54 2.5381 2.0993 -5.5149  0.143
O16 -0.1009 4.2163 -0.7879  -0.037
H55 -1.0049 4.0283 -0.6269  0.053
H56 -0.1289 3.6293 -1.5369  -0.009
O17 4.8661 4.0403 -1.7589  -0.033
H57 5.7431 3.6733 -1.7429  0.064
H58 4.6351 3.7073 -2.5649  -0.306
O18 0.8461 3.2883 -2.8099  -0.034
H59 1.6211 3.7093 -2.4959  -0.020
H60 0.6611 3.7233 -3.5959  0.063
O19 -5.7499 -3.2617 -0.4949  -0.062
H61 -6.6419 -3.1717 -0.0189  0.111
H62 -6.1479 -2.8147 -1.2399  0.038
O20 -2.3399 -2.3817 -2.6359  -0.041
H63 -1.3669 -2.3557 -2.9739  0.077
H64 -2.4099 -3.2537 -2.4929  -0.069
O21 -3.4879 -0.3747 3.4761  0.007
H65 -2.9129 -0.9077 3.9571  -0.044
H66 -4.2539 -0.8207 3.6501  0.015
O22 -2.1319 -2.2737 4.8851  -0.072
H67 -2.0079 -2.4297 5.8531  0.087
H68 -1.5489 -2.9587 4.4861  0.018
O23 -0.4099 -1.3017 -4.4309  -0.033
H69 -0.5429 -0.5977 -3.9399  -0.104
H70 -1.1069 -0.9447 -5.1239  0.161
O24 4.5041 3.3483 -3.6179  0.133
H71 4.3891 4.1843 -4.0509  0.126
H72 4.0021 2.7193 -4.0149  -0.011
O25 1.4121 4.4583 1.6521  -0.106
H73 1.7411 5.4243 1.5271  0.133
H74 0.7181 4.1773 1.0071  0.033
O26 0.7231 -3.8907 -3.0899  -0.045
H75 0.6201 -4.7987 -2.8939  0.012
H76 1.1511 -3.6657 -2.2169  0.020
O27 -4.7029 0.1653 -2.4159  0.040
H77 -4.2709 -0.6587 -2.4409  0.026
H78 -4.1999 0.6513 -3.0109  0.032
O28 3.9541 0.7923 4.3871  -0.152
H79 3.8081 1.5823 3.7411  0.029
H80 3.4051 0.8713 5.2681  0.075

Values from the calculation:
frontier orbital gap	9.59	eV
ΔE to the lowest compared entry with this formula, charge and spin	699.0	kJ/mol
LUMO level	-2.493	eV
net charge	+1


Record 4
# C11H86NO31

A 32-piece molecular cluster, C11H86NO31 overall in a non-equilibrium geometry (ωB97M-V/def2-TZVPD, the OMol25 dataset).

Last column: Löwdin charge in e.
Positions of all 129 atoms, in Å:
C1 2.5119 2.8308 -0.8925  -0.085
C2 1.7565 1.9026 -1.9474  -0.176
C3 0.3004 1.5289 -1.5023  -0.184
C4 0.4040 0.3367 -0.5933  -0.118
N1 -0.8324 -0.4796 -0.5206  -0.133
C5 -1.1212 -1.2266 -1.8599  -0.057
C6 -2.3733 -0.6087 -2.5161  -0.145
C7 -2.7392 0.4769 -1.6092  -0.179
C8 -2.0537 0.4079 -0.2994  -0.088
C9 -0.7449 -1.5237 0.5449  -0.143
C10 -0.5938 -1.1101 1.9664  -0.235
C11 -0.1610 -2.1688 2.8508  -0.089
H1 2.4582 2.4256 0.0070  -0.001
H2 1.8274 3.6106 -0.6844  0.057
H3 3.6625 2.9267 -1.1002  0.108
H4 2.4082 0.9539 -2.2264  0.128
H5 1.6983 2.6334 -2.8892  0.125
H6 -0.3456 1.1968 -2.2536  0.047
H7 -0.2653 2.5352 -1.2523  0.137
H8 0.5490 0.7346 0.4495  0.148
H9 1.2864 -0.2741 -0.7181  0.132
H10 -1.2080 -2.3565 -1.8755  0.126
H11 -0.2513 -1.0597 -2.6847  0.159
H12 -2.8983 -1.4123 -2.6515  0.043
H13 -1.9863 -0.3328 -3.6020  0.149
H14 -3.8011 0.3781 -1.6796  0.106
H15 -2.5282 1.6753 -2.0008  0.185
H16 -2.7030 -0.0354 0.4708  0.111
H17 -1.8761 1.5624 -0.0078  0.167
H18 -0.0785 -2.2139 0.3322  0.066
H19 -1.3940 -2.4260 0.5067  0.158
H20 -1.5928 -0.6148 2.3947  0.157
H21 -0.0708 -0.1515 2.1453  0.103
H22 0.4118 -1.8457 3.6531  0.040
H23 0.7714 -2.7263 2.5028  0.084
H24 -0.8856 -2.8456 3.1067  0.058
O1 1.2239 4.6650 2.3580  -0.092
H25 1.9525 4.0656 2.2780  -0.037
H26 0.2666 4.2662 2.2564  0.066
O2 3.2066 -1.7381 -2.4311  -0.084
H27 3.6452 -2.5811 -2.1394  0.050
H28 2.4195 -2.3581 -2.4810  -0.001
O3 0.9944 -3.4621 -2.7286  -0.017
H29 1.6756 -4.0624 -3.0620  0.106
H30 0.2989 -3.9853 -2.5896  -0.055
O4 -5.2546 -1.3042 0.1322  0.036
H31 -5.7851 -1.7977 0.7857  0.110
H32 -5.4880 -1.3590 -0.6839  -0.048
O5 2.9831 -3.5392 4.1045  -0.066
H33 2.3132 -4.2044 4.2953  0.048
H34 3.8136 -4.0753 4.2896  0.121
O6 2.2287 6.2047 -0.2452  -0.066
H35 3.0389 5.7828 -0.5783  -0.017
H36 1.9629 5.7070 0.5407  0.005
O7 -1.4618 3.7659 1.4787  -0.038
H37 -1.5341 3.6967 0.5366  -0.023
H38 -2.3605 3.8203 1.8081  0.071
O8 -0.2211 -2.3327 -4.8913  -0.127
H39 -0.0653 -2.9343 -5.6740  0.082
H40 0.1827 -2.5923 -3.9687  0.033
O9 -4.7640 1.0305 1.8436  0.043
H41 -4.6421 1.8038 1.6460  -0.132
H42 -5.0327 0.5716 0.9856  0.058
O10 -2.1379 -3.1816 6.0959  -0.175
H43 -1.1646 -2.8657 5.9860  0.056
H44 -2.3892 -3.8529 6.9235  0.152
O11 -0.5447 1.6498 -5.0074  -0.044
H45 -1.1186 1.2076 -5.7318  0.089
H46 -0.2349 2.2319 -5.6789  0.074
O12 2.7336 2.6644 3.2275  -0.008
H47 3.4288 3.1246 2.7200  0.032
H48 3.0162 2.7707 4.0657  -0.006
O13 -3.6673 2.9432 -5.0881  -0.096
H49 -2.8159 3.0426 -4.5163  0.039
H50 -3.9118 2.0302 -5.1880  0.001
O14 3.2986 -1.5789 1.7883  -0.097
H51 3.1548 -0.8167 2.2660  -0.033
H52 2.9888 -2.4758 2.3583  0.104
O15 2.7991 -0.9551 5.2866  -0.078
H53 3.4107 -1.0612 6.0328  0.070
H54 2.4959 -1.8807 4.9907  0.045
O16 -1.9205 0.8833 4.8800  0.040
H55 -2.6486 0.3314 4.8927  0.050
H56 -1.1922 0.3588 5.2069  0.045
O17 4.8114 3.7266 -3.5956  0.061
H57 4.9733 2.8517 -3.6877  0.007
H58 4.9694 4.1199 -2.8237  -0.059
O18 -1.1242 3.1957 -3.6865  -0.060
H59 -0.7276 2.3412 -3.8561  -0.068
H60 -0.6794 3.6716 -4.3088  0.027
O19 -2.6448 -5.3737 4.0179  -0.141
H61 -3.0560 -5.9810 4.7445  0.082
H62 -2.7630 -4.5716 4.6098  0.003
O20 -0.3735 1.9691 3.6018  -0.073
H63 -1.0544 1.4776 4.0361  -0.135
H64 -0.6969 2.3892 2.7661  0.010
O21 -3.8172 -3.7922 -0.6309  -0.085
H65 -3.8291 -2.8626 -0.2448  0.054
H66 -3.5974 -4.5017 -0.0151  0.066
O22 4.7035 5.0555 -0.8835  -0.037
H67 4.7955 4.3866 -0.2326  -0.024
H68 5.3107 5.6918 -0.4622  0.098
O23 -1.0916 -5.2254 -1.7877  -0.122
H69 -0.9592 -6.2428 -1.7699  0.110
H70 -1.8001 -4.9905 -2.5056  0.101
O24 2.2180 -3.9070 0.3154  -0.070
H71 2.8588 -4.5308 -0.1164  0.090
H72 2.6065 -3.0811 0.0090  0.019
O25 -1.9248 -0.2709 -6.2515  -0.087
H73 -1.9370 -0.5941 -7.1744  0.075
H74 -1.6609 -1.0976 -5.7176  0.055
O26 0.9823 -5.7264 2.0093  -0.109
H75 0.7857 -5.4075 3.0402  0.131
H76 1.5760 -5.2511 1.4797  -0.072
O27 2.3777 5.0675 -2.8993  0.017
H77 2.2852 5.3841 -2.1240  -0.135
H78 3.1670 4.5054 -2.9956  0.004
O28 -4.9952 -3.8425 -3.1266  -0.147
H79 -5.6416 -4.6376 -2.8889  0.108
H80 -4.3257 -3.7682 -2.4056  -0.033
O29 0.2859 -0.8412 6.2767  -0.037
H81 0.5321 -1.3818 7.0355  0.055
H82 1.0975 -0.8366 5.7952  -0.040
O30 -1.9326 4.2457 -1.1994  -0.043
H83 -1.5250 3.8988 -1.9826  -0.022
H84 -1.4240 5.0580 -1.1617  0.074
O31 5.1961 3.1823 1.1955  0.058
H85 5.7886 3.7992 1.5227  0.041
H86 5.5408 2.3700 1.1394  0.010

Values from the calculation:
frontier orbital gap	8.90	eV
ΔE to the lowest compared entry with this formula, charge and spin	370.1	kJ/mol
LUMO level	-2.599	eV
net charge	+1